Entry 1:
77
Properties=species:S:1:pos:R:3 method="wB97M-V/def2-TZVPD" e_lumo_ha=0.137 e_above_lowest_kj_mol=24.1 total_charge=-2 gap_ev=6.59
K -0.51 -0.21 -1.41
C -1.57 -2.48 1.40
C -1.07 -3.81 0.82
C -0.14 -4.53 1.80
C -0.42 -3.58 -0.53
C -1.07 -3.97 -1.70
C -0.53 -3.70 -2.95
C 0.68 -3.05 -3.09
C 1.26 -2.73 -4.44
C 1.35 -2.68 -1.92
C 0.81 -2.93 -0.66
H -2.08 -2.64 2.35
H -2.27 -1.99 0.71
H -0.74 -1.80 1.60
H -1.94 -4.45 0.64
H 0.72 -3.91 2.05
H 0.21 -5.47 1.38
H -0.67 -4.73 2.73
H -2.03 -4.47 -1.63
H -1.08 -3.99 -3.84
H 0.47 -2.71 -5.20
H 1.99 -3.49 -4.74
H 1.76 -1.76 -4.47
H 2.28 -2.12 -2.00
H 1.33 -2.57 0.22
N -0.62 1.38 1.72
N -0.75 2.73 1.31
C -0.33 3.03 -0.01
O -0.29 4.24 -0.32
O -0.04 2.04 -0.74
H -1.25 1.22 2.50
H 0.32 1.14 2.01
H -0.43 3.43 1.96
C -0.19 4.33 -3.60
N -0.63 3.01 -4.10
C 0.48 2.01 -3.92
C -1.93 2.59 -3.42
C -2.57 1.44 -4.15
C -3.39 1.77 -5.24
C -3.98 0.77 -5.99
C -3.75 -0.55 -5.64
C -2.94 -0.85 -4.55
C -2.30 0.11 -3.74
H 0.76 4.59 -4.07
H -0.08 4.28 -2.51
H -0.94 5.08 -3.85
H -0.83 3.05 -5.10
H 0.74 2.04 -2.87
H 1.30 2.30 -4.56
H 0.11 1.03 -4.23
H -2.55 3.48 -3.44
H -1.65 2.38 -2.39
H -3.58 2.81 -5.48
H -4.62 1.02 -6.84
H -4.20 -1.35 -6.23
H -2.79 -1.91 -4.32
S 5.47 0.88 6.75
C 4.08 0.41 5.95
S 4.14 -0.24 4.34
C 2.40 -0.55 4.34
N 1.85 -0.17 5.46
N 2.79 0.38 6.34
C 2.23 0.82 7.57
C 0.97 0.33 7.92
C 0.37 0.73 9.11
C 1.02 1.62 9.96
C 2.26 2.11 9.60
C 2.87 1.72 8.42
S 1.63 -1.27 3.01
H 0.47 -0.35 7.26
H -0.60 0.35 9.37
H 0.55 1.94 10.88
H 2.78 2.82 10.24
H 3.84 2.11 8.14
Se 2.09 2.09 -7.93
C 2.41 1.03 -6.49
N 2.55 0.39 -5.53

---

Entry 2:
12
Properties=species:S:1:pos:R:3 method="wB97M-V/def2-TZVPD" e_lumo_ha=-0.013 e_above_lowest_kj_mol=456.0 smiles="C=C=C1O[C@H]1C" total_charge=0 gap_ev=7.83
C 0.72 1.49 0.79
C 0.67 0.01 0.54
C 0.45 -0.68 -0.70
O 1.71 -0.39 -0.50
C -0.38 -1.52 -1.39
C -1.67 -1.34 -1.05
H -0.04 1.84 1.49
H 0.66 2.08 -0.13
H 1.70 1.67 1.24
H -2.00 -0.43 -0.56
H 0.63 -0.61 1.44
H -2.43 -2.11 -1.18

---

Entry 3:
99
Properties=species:S:1:pos:R:3 method="wB97M-V/def2-TZVPD" e_lumo_ha=-0.022 e_above_lowest_kj_mol=31.2 total_charge=0 gap_ev=6.59
Tl 1.30 -0.75 0.21
O 1.01 -1.38 3.54
C 1.11 -0.23 3.12
O 0.43 0.31 2.16
C 2.16 0.68 3.70
C 2.26 0.92 5.07
C 3.26 1.71 5.58
C 4.19 2.29 4.72
C 4.13 2.03 3.36
C 3.13 1.21 2.84
S 3.23 0.87 1.12
H 1.52 0.46 5.72
H 3.34 1.87 6.65
H 4.97 2.93 5.11
H 4.86 2.46 2.68
C -4.05 -0.60 -0.49
C -2.67 0.05 -0.42
C -2.37 0.75 -1.75
C -2.63 1.04 0.75
O -1.61 -0.90 -0.21
Si -1.67 -2.53 -0.31
S 0.39 -3.09 -0.06
O -2.64 -3.31 0.72
C -2.66 -3.52 2.14
C -2.11 -2.32 2.88
C -4.13 -3.74 2.50
C -1.84 -4.77 2.44
O -2.20 -2.84 -1.81
C -2.56 -4.05 -2.49
C -3.92 -4.52 -1.99
C -1.50 -5.12 -2.24
C -2.62 -3.70 -3.97
H -4.80 0.17 -0.61
H -4.26 -1.17 0.42
H -4.10 -1.28 -1.34
H -3.08 1.56 -1.93
H -2.45 0.02 -2.55
H -1.36 1.16 -1.72
H -3.15 1.96 0.49
H -1.59 1.25 1.00
H -3.09 0.60 1.63
H -2.63 -1.41 2.57
H -1.04 -2.19 2.69
H -2.24 -2.45 3.96
H -4.71 -2.84 2.29
H -4.23 -3.99 3.55
H -4.54 -4.56 1.90
H -0.82 -4.63 2.09
H -2.27 -5.64 1.94
H -1.82 -4.95 3.52
H -3.89 -4.64 -0.91
H -4.19 -5.47 -2.46
H -4.68 -3.78 -2.23
H -1.48 -5.40 -1.19
H -0.51 -4.74 -2.50
H -1.72 -6.01 -2.84
H -3.35 -2.90 -4.13
H -2.92 -4.57 -4.55
H -1.65 -3.35 -4.32
N 5.19 -0.67 -2.09
C 5.89 -1.07 -0.98
C 4.97 -1.59 -0.12
N 3.73 -1.51 -0.68
C 3.88 -0.96 -1.86
C 2.77 -0.74 -2.75
N 1.52 -0.76 -2.34
C 0.73 -0.62 -3.43
C 1.51 -0.50 -4.54
N 2.81 -0.57 -4.10
H 5.58 -0.18 -2.88
H 6.96 -0.94 -0.90
H 5.12 -2.01 0.86
H -0.34 -0.62 -3.36
H 1.27 -0.38 -5.58
H 3.63 -0.55 -4.68
O 0.95 1.69 -0.82
S 0.83 2.62 0.35
C -0.42 3.81 -0.23
C -0.67 3.94 -1.59
C -1.68 4.78 -2.02
C -2.43 5.49 -1.10
C -2.17 5.38 0.26
C -1.16 4.53 0.69
C 2.14 3.86 0.20
C 2.98 3.89 -0.90
C 4.04 4.78 -0.92
C 4.24 5.64 0.16
C 3.39 5.61 1.25
C 2.33 4.71 1.27
H -0.07 3.37 -2.28
H -1.89 4.88 -3.08
H -3.23 6.14 -1.44
H -2.75 5.93 0.97
H -0.96 4.41 1.75
H 2.81 3.19 -1.71
H 4.71 4.82 -1.77
H 5.07 6.33 0.14
H 3.55 6.27 2.09
H 1.67 4.65 2.13

---

Entry 4:
72
Properties=species:S:1:pos:R:3 method="wB97M-V/def2-TZVPD" e_lumo_ha=-0.186 total_charge=+1 gap_ev=6.88
C 1.12 -2.46 -0.18
C 1.12 -1.31 0.82
Cl 2.74 -0.61 0.88
C 0.07 -0.20 0.54
Cl -0.24 0.60 2.10
C -1.21 -0.77 -0.01
C -2.29 -1.14 0.77
C -3.40 -1.69 0.14
C -4.60 -2.09 0.95
O -5.01 -1.36 1.79
O -5.21 -3.23 0.63
C -3.43 -1.86 -1.25
C -2.34 -1.44 -1.99
N -1.28 -0.92 -1.35
H 1.12 -2.09 -1.21
H 2.02 -3.06 -0.08
H 0.25 -3.10 -0.07
H 0.84 -1.73 1.78
H 0.47 0.58 -0.11
H -2.29 -1.02 1.84
H -4.57 -3.94 0.46
H -4.29 -2.29 -1.74
H -2.28 -1.54 -3.06
H -0.46 -0.63 -1.87
C 6.72 1.96 -0.56
C 7.28 0.55 -0.39
C 6.80 -0.38 -1.50
O 6.91 0.03 0.88
H 5.63 1.94 -0.52
H 7.07 2.61 0.24
H 7.02 2.39 -1.52
H 8.37 0.59 -0.39
H 5.71 -0.46 -1.48
H 7.21 -1.38 -1.36
H 7.10 -0.01 -2.48
H 5.94 -0.01 0.91
C 3.89 1.28 4.81
C 2.84 0.32 5.36
C 3.44 -1.05 5.67
O 1.77 0.18 4.41
H 4.31 0.89 3.88
H 3.44 2.25 4.59
H 4.70 1.42 5.53
H 2.39 0.73 6.26
H 3.85 -1.50 4.76
H 2.67 -1.72 6.05
H 4.24 -0.97 6.40
H 2.14 -0.19 3.61
C 0.73 3.64 -3.81
C 1.10 2.17 -3.72
C 0.49 1.37 -4.86
O 0.66 1.63 -2.46
H -0.35 3.77 -3.76
H 1.17 4.20 -2.98
H 1.08 4.07 -4.75
H 2.18 2.06 -3.73
H -0.60 1.43 -4.84
H 0.76 0.31 -4.78
H 0.83 1.74 -5.83
H -0.30 1.74 -2.43
C -8.20 1.20 -0.01
C -8.16 0.01 -0.95
C -8.22 -1.30 -0.19
O -6.98 0.06 -1.75
H -7.33 1.18 0.67
H -8.15 2.14 -0.57
H -9.10 1.21 0.60
H -9.00 0.07 -1.64
H -7.35 -1.39 0.47
H -8.19 -2.15 -0.88
H -9.12 -1.38 0.42
H -6.23 0.02 -1.14

---

Entry 5:
102
Properties=species:S:1:pos:R:3 method="wB97M-V/def2-TZVPD" e_lumo_ha=-0.172 e_above_lowest_kj_mol=0.0 total_charge=+2 gap_ev=6.91
Sr 0.92 1.66 -0.20
C 4.33 0.72 2.30
C 5.05 2.00 1.91
S 4.48 2.54 0.28
C 4.60 4.34 0.47
C 3.85 4.95 -0.73
S 2.11 4.44 -1.06
C 1.06 5.48 -0.03
C 1.16 5.35 1.49
S 0.68 3.71 2.16
C 2.12 3.42 3.24
C 2.21 1.98 3.72
S 2.52 0.71 2.44
H 4.73 0.35 3.23
H 4.55 -0.03 1.55
H 6.12 1.79 1.87
H 4.85 2.81 2.60
H 5.64 4.67 0.44
H 4.16 4.63 1.42
H 4.35 4.68 -1.65
H 3.82 6.04 -0.67
H 0.04 5.26 -0.35
H 1.29 6.51 -0.30
H 0.51 6.07 1.97
H 2.17 5.55 1.83
H 2.07 4.10 4.08
H 2.99 3.67 2.64
H 1.26 1.69 4.15
H 2.98 1.89 4.49
C -2.94 -1.09 0.21
P -1.24 -0.48 0.64
C -1.34 -0.01 2.41
C -2.44 0.78 2.73
C -2.71 1.22 4.01
C -1.86 0.87 5.06
C -0.73 0.13 4.76
C -0.48 -0.32 3.46
C -0.16 -1.92 0.32
C 0.66 -2.62 1.21
C 1.44 -3.67 0.75
C 1.44 -4.06 -0.57
C 0.65 -3.36 -1.48
C -0.12 -2.30 -1.04
P -3.81 -1.93 1.66
C -5.03 -2.95 0.77
C -5.41 -4.16 1.37
C -6.41 -4.93 0.81
C -7.08 -4.51 -0.32
C -6.73 -3.31 -0.93
C -5.71 -2.53 -0.38
C -2.60 -3.21 2.14
C -2.21 -4.22 1.29
C -1.36 -5.22 1.71
C -0.86 -5.20 3.01
C -1.24 -4.19 3.89
C -2.13 -3.20 3.45
H -2.84 -1.73 -0.67
H -3.53 -0.22 -0.09
H -3.15 1.03 1.95
H -3.61 1.78 4.17
H -2.07 1.19 6.07
H -0.06 -0.20 5.55
H 0.39 -0.94 3.30
H 0.67 -2.39 2.26
H 2.05 -4.22 1.46
H 2.04 -4.89 -0.92
H 0.65 -3.61 -2.54
H -0.74 -1.76 -1.76
H -4.94 -4.50 2.27
H -6.68 -5.87 1.28
H -7.86 -5.14 -0.74
H -7.26 -2.97 -1.80
H -5.49 -1.57 -0.84
H -2.63 -4.28 0.28
H -1.12 -6.01 1.02
H -0.20 -6.00 3.35
H -0.90 -4.21 4.91
H -2.46 -2.44 4.16
S 0.83 2.49 -3.41
C -0.30 2.41 -4.69
N -0.07 3.21 -5.77
C -0.87 3.33 -6.86
C -1.97 2.54 -6.98
C -2.27 1.66 -5.91
C -1.45 1.60 -4.81
H 0.75 3.81 -5.69
H -0.56 4.03 -7.62
H -2.62 2.59 -7.84
H -3.13 1.03 -5.95
H -1.66 0.91 -4.01
S 2.89 -0.38 -0.95
C 2.98 -0.43 -2.64
N 1.99 -0.73 -3.49
C 2.37 -0.53 -4.88
C 3.89 -0.38 -4.80
N 4.10 -0.24 -3.34
H 1.04 -0.71 -3.17
H 1.92 0.38 -5.26
H 2.03 -1.37 -5.46
H 4.26 0.48 -5.35
H 4.40 -1.26 -5.15
H 4.97 -0.08 -2.87

---

Entry 6:
15
Properties=species:S:1:pos:R:3 method="wB97M-V/def2-TZVPD" e_lumo_ha=0.036 e_above_lowest_kj_mol=333.2 smiles="O=CC[C@H]1CN1.[H][H]" total_charge=0 gap_ev=10.77
C -0.84 -0.19 -0.21
C -0.65 1.28 0.03
O -0.29 1.76 1.09
C 0.53 -0.63 -0.72
C 1.81 -0.21 -0.07
N 1.26 -1.54 0.15
H -2.88 0.69 1.46
H -1.63 -0.38 -0.95
H -1.06 -0.73 0.71
H -0.72 1.91 -0.88
H -2.30 0.99 1.81
H 0.60 -0.76 -1.80
H 1.81 0.46 0.79
H 2.68 -0.11 -0.72
H 1.76 -2.25 -0.37